Density functional theory data (the ωB97M-V functional and the def2-TZVPD basis) for 2 unconnected molecules or ions with the total composition C3H10OS2.

The value obtained for the electronic energy is -991.872117 a.u. The HOMO-LUMO gap is 9.80 eV. The multiplicity is 1. The energy above the lowest of the compared OMol25 structures with the same formula, charge and spin comes out at 24.8 kcal per mole. As for the SMILES: CCO.CSS. Its largest force on an atom is 2.922 eV/Å.

Atoms and positions in Å:
C -3.222 0.053 -1.802
S -1.660 -0.960 -1.754
S -0.280 0.493 -2.212
H -3.245 0.526 -2.778
H -4.086 -0.599 -1.737
H -3.014 0.780 -1.029
H -0.034 0.948 -0.947
C 2.153 -0.279 0.833
O 1.184 -1.052 0.151
C 1.668 0.204 2.239
H 2.481 0.532 0.160
H 3.041 -0.882 1.043
H 0.262 -0.893 0.359
H 1.193 1.156 1.941
H 2.619 0.389 2.790
H 0.938 -0.413 2.743

Atomic partial charges in e from the Mulliken method, atoms 1 to 6: -0.73, -0.08, -0.14, 0.28, 0.30, 0.26